# 1
A structure of composition C31H19BrCl5F3N2O2V. Source: OMol25; level of theory: ωB97M-V/def2-TZVPD.

Values from the calculation:
- HOMO (alpha / beta) (eV) = 0.3 / 0.1
- strongest force on any atom (eV/Å) = 0.6
- 2S+1 = 4
- energy above the lowest of the compared OMol25 structures with the same formula, charge and spin (kJ/mol) = 0.0
- net charge = -2
- expectation value of S² = 3.765
- frontier orbital gap (alpha / beta) (Eh) = 0.1383 / 0.1435

Geometry as XYZ:
```
64
Properties=species:S:1:pos:R:3:mulliken_spin:R:1
V -1.992 -0.045 -0.611 2.992
Cl 0.744 0.904 -2.657 0.003
C -0.797 1.412 -3.278 -0.041
C -1.957 1.059 -2.581 0.078
C -3.131 1.517 -3.174 -0.073
Cl -4.661 1.101 -2.429 0.007
C -3.187 2.294 -4.331 -0.017
Cl -4.696 2.851 -4.984 -0.001
C -2.002 2.633 -4.970 0.023
Cl -2.025 3.604 -6.406 0.002
C -0.796 2.182 -4.441 -0.012
Cl 0.684 2.600 -5.243 -0.001
C 2.401 -3.050 -1.535 0.003
C 1.014 -3.656 -1.308 0.005
C -0.002 -2.609 -1.284 0.062
N -0.712 -1.713 -1.267 -0.082
H 3.154 -3.837 -1.502 0.000
H 2.626 -2.331 -0.748 0.000
H 2.450 -2.544 -2.499 0.000
H 0.983 -4.161 -0.342 0.002
H 0.748 -4.380 -2.080 0.001
Br -1.688 3.523 -0.187 0.009
C -3.100 2.658 0.705 0.025
C -3.894 3.418 1.555 -0.013
C -4.949 2.802 2.197 0.021
C -5.180 1.455 1.960 -0.009
C -4.337 0.783 1.100 0.023
N -3.296 1.366 0.483 -0.032
H -3.672 4.465 1.695 0.000
H -5.584 3.367 2.868 0.003
H -5.998 0.928 2.430 -0.001
H -4.480 -0.262 0.861 0.005
C -0.300 0.513 0.529 -0.057
C 0.854 0.382 0.936 0.074
C 2.214 0.211 1.339 -0.031
C 2.626 -1.124 1.657 0.003
C 3.971 -1.594 1.659 0.002
C 4.290 -2.921 1.887 -0.001
C 3.311 -3.878 2.144 0.006
C 1.982 -3.448 2.146 -0.003
C 1.646 -2.133 1.902 0.011
C 3.063 1.377 1.359 -0.008
C 2.660 2.558 0.681 0.011
C 3.422 3.708 0.686 -0.001
C 4.631 3.776 1.379 0.003
C 5.031 2.648 2.088 -0.001
C 4.275 1.486 2.086 0.000
H 4.772 -0.913 1.405 0.002
H 5.335 -3.218 1.848 0.000
H 3.570 -4.913 2.334 0.001
H 1.185 -4.160 2.345 0.000
H 0.604 -1.833 1.889 0.005
H 1.720 2.529 0.141 0.002
H 3.069 4.573 0.133 0.000
H 5.230 4.680 1.379 0.000
H 5.947 2.675 2.671 0.000
H 4.605 0.662 2.702 0.001
F -3.865 -3.225 1.842 0.000
C -2.923 -2.955 0.905 0.019
F -2.252 -1.875 1.352 0.009
F -2.064 -3.983 0.908 0.000
C -3.596 -2.717 -0.485 -0.007
O -4.083 -3.712 -1.000 0.005
O -3.598 -1.512 -0.846 -0.024
```


# 2
A structure of composition C31H19F8NO2PS3Sc in a non-equilibrium geometry. Source: OMol25; level of theory: ωB97M-V/def2-TZVPD.

Values from the calculation:
- HOMO (eV) = -1.5
- strongest force on any atom (eV/Å) = 2.4
- energy above the lowest of the compared OMol25 structures with the same formula, charge and spin (kJ/mol) = 151.0
- net charge = -2
- frontier orbital gap (Eh) = 0.2033

Geometry as XYZ:
```
66
Properties=species:S:1:pos:R:3:nbo_charge:R:1
Sc -0.035 0.059 0.366 1.610
S 0.008 2.609 -0.088 -0.375
C 1.090 3.234 -1.322 -0.198
C 1.576 4.534 -1.115 -0.228
C 2.378 5.181 -2.029 -0.227
C 2.756 4.532 -3.197 -0.254
C 2.322 3.241 -3.408 -0.266
C 1.500 2.586 -2.497 -0.149
S 1.093 0.941 -3.050 0.622
H 1.275 5.023 -0.201 0.219
H 2.720 6.191 -1.838 0.193
H 3.388 5.019 -3.928 0.195
H 2.611 2.698 -4.298 0.201
F -3.455 -0.190 0.726 -0.372
C -2.144 -0.243 1.144 0.515
F -2.233 -1.092 2.249 -0.389
F -2.018 1.025 1.817 -0.414
N 0.967 -0.445 2.099 -1.487
P 2.030 0.482 2.688 1.764
C 2.714 -0.098 4.297 -0.387
C 2.377 -1.396 4.651 -0.135
C 2.855 -1.949 5.826 -0.227
C 3.671 -1.197 6.656 -0.228
C 4.000 0.106 6.313 -0.232
C 3.524 0.657 5.135 -0.189
C 1.493 2.196 3.113 -0.393
C 0.230 2.238 3.697 -0.115
C -0.368 3.446 3.991 -0.228
C 0.286 4.630 3.685 -0.214
C 1.543 4.593 3.105 -0.214
C 2.151 3.383 2.822 -0.203
C 3.555 0.728 1.684 -0.411
C 4.775 0.111 1.928 -0.193
C 5.780 0.165 0.976 -0.240
C 5.584 0.836 -0.219 -0.202
C 4.364 1.445 -0.475 -0.232
C 3.354 1.368 0.463 -0.110
H 1.731 -1.939 3.972 0.248
H 2.602 -2.965 6.097 0.201
H 4.057 -1.624 7.572 0.196
H 4.637 0.691 6.966 0.199
H 3.782 1.672 4.859 0.218
H -0.277 1.299 3.888 0.235
H -1.351 3.471 4.439 0.207
H -0.194 5.581 3.881 0.197
H 2.052 5.518 2.864 0.197
H 3.130 3.356 2.363 0.219
H 4.936 -0.410 2.864 0.211
H 6.727 -0.327 1.161 0.195
H 6.376 0.875 -0.957 0.196
H 4.199 1.971 -1.405 0.220
H 2.383 1.813 0.273 0.230
O 0.354 0.180 -1.847 -0.480
O 1.265 -0.449 -0.888 -0.581
F -6.978 -3.253 -4.526 -0.327
C -5.813 -2.877 -3.926 0.186
C -5.285 -1.604 -4.128 0.252
F -5.956 -0.743 -4.936 -0.324
C -4.099 -1.227 -3.535 0.288
F -3.644 0.015 -3.799 -0.309
C -3.345 -2.091 -2.697 -0.256
S -1.849 -1.689 -2.029 -0.335
C -3.926 -3.374 -2.522 0.268
F -3.284 -4.284 -1.760 -0.313
C -5.109 -3.759 -3.111 0.290
F -5.597 -5.011 -2.908 -0.333
```


# 3
A structure of composition C31H20Br2F5IrN2P in a non-equilibrium geometry. Source: OMol25; level of theory: ωB97M-V/def2-TZVPD.

Values from the calculation:
- HOMO (alpha / beta) (eV) = -0.2 / -5.4
- strongest force on any atom (eV/Å) = 4.4
- 2S+1 = 5
- energy above the lowest of the compared OMol25 structures with the same formula, charge and spin (kJ/mol) = 113.0
- net charge = -1
- expectation value of S² = 6.059
- frontier orbital gap (alpha / beta) (Eh) = 0.0894 / 0.2793

Geometry as XYZ:
```
62
Properties=species:S:1:pos:R:3:mulliken_spin:R:1
Ir -1.392 -1.713 -0.024 0.733
F -1.929 3.841 4.718 0.000
C -1.682 3.131 3.616 0.000
C -0.664 3.505 2.770 -0.002
F 0.052 4.599 3.035 0.000
C -0.406 2.752 1.635 -0.006
F 0.545 3.234 0.828 0.002
C -1.102 1.596 1.333 0.009
P -0.684 0.556 -0.170 0.164
C 1.121 0.666 -0.338 -0.004
C 1.975 0.718 0.760 -0.027
C 3.347 0.671 0.578 0.009
C 3.878 0.568 -0.703 -0.026
C 3.030 0.504 -1.800 0.080
C 1.655 0.549 -1.619 0.006
C -1.334 1.622 -1.491 -0.024
C -2.618 1.356 -1.967 0.039
C -3.189 2.193 -2.921 0.002
C -2.489 3.288 -3.403 -0.001
C -1.211 3.555 -2.929 0.000
C -0.635 2.731 -1.974 0.012
C -2.158 1.274 2.177 -0.002
Br -3.377 -0.180 1.814 0.055
C -2.441 2.022 3.303 -0.030
F -3.455 1.712 4.114 -0.002
H 1.575 0.767 1.768 0.006
H 4.000 0.699 1.442 0.004
H 4.951 0.527 -0.843 -0.004
H 3.432 0.400 -2.799 0.035
H 0.997 0.472 -2.476 -0.014
H -3.141 0.470 -1.620 0.003
H -4.180 1.972 -3.296 0.000
H -2.934 3.933 -4.152 0.000
H -0.657 4.407 -3.304 0.000
H 0.363 2.945 -1.614 -0.002
N -2.368 -4.616 0.321 -0.015
C -1.997 -3.516 0.190 0.088
H -2.906 -5.419 0.082 0.001
C 0.135 -1.961 1.174 1.235
C 0.723 -1.803 2.424 -0.068
C -0.007 -1.347 3.569 0.280
C 0.625 -1.058 4.762 -0.146
C 2.005 -1.232 4.904 0.277
C 2.735 -1.732 3.820 -0.127
C 2.123 -2.022 2.620 0.305
H -1.083 -1.231 3.478 0.014
H 0.038 -0.698 5.600 -0.006
H 2.497 -0.994 5.839 0.026
H 3.803 -1.894 3.923 -0.006
H 2.701 -2.394 1.783 0.024
F -3.100 -1.456 -1.234 0.019
Br 1.773 -3.199 -6.047 0.017
C 0.935 -2.769 -4.400 -0.184
C 1.689 -2.734 -3.204 0.344
C 1.042 -2.444 -2.035 0.199
N -0.301 -2.178 -1.965 0.058
C -1.030 -2.235 -3.134 0.209
C -0.456 -2.519 -4.345 0.257
H 2.753 -2.929 -3.200 0.064
H 1.582 -2.408 -1.094 0.053
H -2.085 -2.014 -3.042 0.016
H -1.067 -2.543 -5.238 0.052
```


# 4
A structure of composition C31H21AuN7O2S3Se in a non-equilibrium geometry. Source: OMol25; level of theory: ωB97M-V/def2-TZVPD.

Values from the calculation:
- HOMO (eV) = -10.1
- strongest force on any atom (eV/Å) = 1.1
- energy above the lowest of the compared OMol25 structures with the same formula, charge and spin (kJ/mol) = 192.8
- net charge = +1
- frontier orbital gap (Eh) = 0.1734

Geometry as XYZ:
```
66
Properties=species:S:1:pos:R:3:nbo_charge:R:1
Au -0.035 -0.072 0.162 1.421
N -6.948 2.262 3.292 -0.776
C -5.856 2.337 2.480 0.205
C -5.842 3.210 1.381 -0.276
C -4.736 3.288 0.563 -0.126
C -3.621 2.507 0.849 -0.448
C -3.617 1.633 1.933 -0.167
C -4.727 1.544 2.738 -0.202
S -2.209 2.693 -0.144 2.358
O -1.160 3.356 0.589 -0.970
O -2.569 3.185 -1.432 -0.888
N -1.641 1.137 -0.325 -0.898
C -2.300 0.197 -1.050 0.578
N -1.478 -0.862 -1.190 -0.511
C -1.910 -1.953 -1.818 0.127
C -3.172 -1.956 -2.361 -0.322
C -3.947 -0.809 -2.173 0.159
N -3.530 0.262 -1.512 -0.433
H -7.795 2.737 3.040 0.396
H -7.019 1.527 3.971 0.400
H -6.716 3.810 1.166 0.220
H -4.731 3.938 -0.301 0.244
H -2.761 0.996 2.126 0.228
H -4.743 0.837 3.558 0.232
H -1.243 -2.803 -1.871 0.224
H -3.547 -2.817 -2.892 0.254
H -4.958 -0.759 -2.561 0.223
S 4.091 -5.872 -0.162 0.480
C 3.604 -6.931 -1.403 -0.380
C 2.515 -6.465 -2.075 -0.246
C 2.069 -5.220 -1.570 -0.211
C 2.825 -4.762 -0.524 -0.284
C 2.653 -3.530 0.245 0.018
C 1.753 -2.546 -0.202 0.095
N 1.559 -1.417 0.453 -0.479
C 2.224 -1.172 1.602 0.225
C 3.144 -2.077 2.121 -0.075
C 3.809 -1.739 3.350 -0.166
C 3.546 -0.576 3.983 -0.148
C 2.590 0.362 3.454 -0.054
C 2.252 1.575 4.072 -0.097
C 1.315 2.418 3.508 -0.065
C 0.708 2.009 2.300 0.164
N 1.016 0.870 1.720 -0.451
C 1.941 0.041 2.269 0.134
C 0.913 3.692 4.096 -0.270
C -0.052 4.555 3.645 -0.193
C -0.193 5.698 4.468 -0.248
C 0.664 5.683 5.527 -0.378
S 1.647 4.291 5.536 0.466
C 3.342 -3.270 1.417 -0.109
H 4.148 -7.845 -1.573 0.256
H 2.047 -6.990 -2.893 0.241
H 1.209 -4.700 -1.967 0.214
H 1.196 -2.673 -1.119 0.217
H 4.522 -2.441 3.761 0.239
H 4.049 -0.329 4.909 0.238
H 2.738 1.842 5.004 0.238
H -0.030 2.620 1.799 0.272
H -0.643 4.389 2.754 0.245
H -0.898 6.493 4.283 0.241
H 0.774 6.421 6.304 0.253
H 4.036 -4.003 1.811 0.238
Se -1.103 -2.250 1.897 -0.471
C -2.814 -1.881 2.382 0.033
N -3.906 -1.639 2.674 -0.435
```